4 unconnected molecules or ions with the total composition C16H41BrNO3P at a distorted geometry, computed with ωB97M-V/def2-TZVPD.

```
! wB97M-V def2-TZVPD RIJCOSX def2/J DEFGRID3
* xyz 0 1
Br -0.005 0.033 -0.949
P -1.971 0.939 -0.207
O 1.998 -2.403 -6.567
O -1.028 2.034 6.627
O 2.791 -1.498 -1.644
N -3.606 2.013 -2.257
C -4.712 1.530 -1.404
C 1.779 -1.067 -7.016
C 3.712 -2.418 -2.225
C 0.877 1.062 7.741
C -2.356 -0.039 2.987
C -3.267 -0.996 2.133
C 2.993 -3.285 -3.248
C -2.374 2.253 -1.502
C -1.651 1.903 1.368
C 1.109 2.224 5.527
C -2.888 -0.144 4.463
C 1.971 -0.100 -5.857
C 0.214 1.365 6.407
C 4.349 -3.264 -1.133
C 2.726 -0.750 -8.164
C -2.509 1.455 2.582
H 1.292 -0.343 -5.038
H 2.187 -3.854 -2.776
H -1.522 2.325 -2.198
H 0.618 2.440 4.576
H -3.582 1.699 2.490
H 2.988 -0.168 -5.459
H -1.907 2.963 1.151
H 0.747 -1.016 -7.368
H 2.565 0.262 -8.542
H -0.018 0.431 5.892
H 3.767 -0.840 -7.842
H -2.143 2.044 3.449
H -0.843 2.861 7.081
H 1.788 0.931 -6.167
H 4.481 -1.824 -2.723
H -3.646 -1.846 2.717
H -4.615 0.443 -1.233
H 5.077 -3.965 -1.548
H 3.588 -3.833 -0.591
H 2.059 1.727 5.323
H 1.316 3.185 6.006
H 2.905 -2.463 -6.253
H -1.305 -0.381 2.941
H 0.221 0.452 8.365
H 1.076 1.985 8.293
H -2.740 -1.142 4.894
H -4.089 -0.363 1.747
H 2.583 -1.455 -8.984
H -2.396 0.664 5.053
H -0.569 1.891 1.599
H 4.854 -2.629 -0.403
H 2.105 -2.007 -1.200
H -5.658 1.788 -1.908
H -3.954 0.150 4.409
H -2.492 3.213 -0.957
H 2.534 -2.665 -4.019
H 1.820 0.530 7.603
H 3.681 -3.986 -3.726
H -4.688 2.045 -0.430
H -3.447 1.363 -3.014
H -2.735 -1.393 1.250
*
```

SMILES string   CNCP(Br)CCC(C)C.CC(C)O.CC(C)O.CC(C)O
DFT total energy   -104220.5013 eV

Atom charges from the natural (NBO) analysis, given in e for atoms 1 to 5: atom 1 (Br): -0.251, atom 2 (P): 0.682, atom 3 (O): -0.717, atom 4 (O): -0.723, atom 5 (O): -0.720


A molecular structure, C16H42AgN3O6 at a distorted geometry, computed with ωB97M-V/def2-TZVPD.

```
! wB97M-V def2-TZVPD RIJCOSX def2/J DEFGRID3
* xyz 1 2
Ag 9.393 5.479 16.101
O 11.199 6.661 15.559
O 16.055 -1.200 15.206
O 11.030 4.115 17.027
O 10.759 3.665 15.021
O 15.601 5.752 17.216
O 9.072 1.211 11.654
N 13.720 5.003 19.550
N 7.521 3.529 12.680
N 9.501 6.512 18.126
C 11.312 7.516 16.762
C 10.269 8.682 18.816
C 10.055 7.762 17.590
C 15.075 -0.601 15.874
C 10.030 0.147 11.939
C 16.965 5.584 17.192
C 12.264 6.921 14.662
C 9.025 4.989 11.535
C 14.553 4.116 18.823
C 11.453 1.768 16.497
C 11.062 3.242 16.095
C 9.582 2.553 11.684
C 13.861 2.689 18.948
C 14.490 -1.458 16.980
C 14.830 4.544 17.326
C 8.405 3.563 11.565
H 11.105 1.526 17.501
H 13.492 -1.093 17.222
H 10.105 6.308 18.909
H 15.145 3.693 16.722
H 9.295 8.348 17.073
H 12.863 4.884 19.028
H 14.309 -0.399 15.125
H 15.120 -1.529 17.866
H 13.115 6.272 14.867
H 9.598 5.078 12.458
H 17.339 5.109 16.285
H 17.445 6.553 17.334
H 13.710 2.512 20.013
H 14.286 -2.455 16.589
H 10.998 1.108 15.758
H 8.047 3.058 13.402
H 8.722 6.891 18.646
H 12.043 6.910 17.297
H 14.363 1.976 18.293
H 9.618 4.955 10.621
H 10.019 2.656 12.677
H 8.269 5.773 11.506
H 11.851 8.419 16.476
H 12.525 1.671 16.324
H 12.852 2.650 18.538
H 11.194 8.472 19.353
H 17.211 4.942 18.038
H 13.854 4.694 16.865
H 7.695 3.369 10.761
H 9.449 8.615 19.531
H 16.429 -0.522 14.638
H 15.575 0.286 16.263
H 10.352 0.161 12.980
H 10.876 0.192 11.254
H 9.673 -0.879 11.856
H 10.257 9.721 18.488
H 15.469 4.115 19.415
H 11.833 6.584 13.719
H 10.388 2.628 10.953
H 14.136 5.825 19.136
H 12.432 7.992 14.551
H 6.831 2.862 12.367
*
```

Energy above the lowest of the compared OMol25 structures with the same formula, charge and spin   26.2 kcal/mol
⟨S²⟩   0.757
DFT total energy   -38014.9755 eV

Atom charges from the natural (NBO) analysis, given in e for atoms 1 to 5: atom 1 (Ag): 1.005, atom 2 (O): -0.623, atom 3 (O): -0.702, atom 4 (O): -0.363, atom 5 (O): -0.560


A molecular structure, C16H42AgN3O6 at a distorted geometry, computed with ωB97M-V/def2-TZVPD.

```
! wB97M-V def2-TZVPD RIJCOSX def2/J DEFGRID3
* xyz 1 2
Ag 1.794 -1.444 0.154
O -0.041 -6.354 2.097
O -3.112 0.349 -5.287
O -0.557 -1.303 0.477
O 0.486 0.509 -0.128
O 3.279 2.720 -0.063
O 0.407 2.917 1.592
N -0.320 0.152 -5.039
N 4.681 2.102 2.404
N -0.942 -4.184 0.212
C -0.842 3.342 3.591
C -0.106 2.196 -3.740
C 0.598 -6.820 3.246
C -0.664 2.427 2.382
C -1.028 -5.391 2.344
C -1.901 0.402 -0.535
C -2.375 1.440 -4.886
C 3.466 3.684 0.971
C 2.339 3.037 -1.036
C 3.780 4.175 3.347
C -1.787 -5.043 1.071
C 3.539 3.032 2.333
C -3.686 -0.474 -4.262
C -2.255 -6.253 0.242
C -1.025 1.078 -4.214
C -0.578 -0.162 -0.039
H 3.902 3.746 4.344
H -4.442 0.110 -3.733
H -1.389 4.195 3.181
H -0.898 -0.438 -5.640
H 0.655 1.712 -3.120
H 4.709 4.724 3.187
H -1.542 -4.003 -0.593
H 1.422 -6.242 3.676
H 2.564 4.304 0.943
H 0.477 0.540 -5.546
H -2.437 -0.367 -1.082
H -0.809 -3.263 0.603
H 4.704 1.644 3.312
H -1.799 -5.760 3.032
H -1.428 2.920 4.403
H 1.050 -7.792 3.028
H -0.600 2.833 -3.010
H -0.430 1.410 2.719
H -0.592 -4.456 2.707
H -2.738 -4.551 1.315
H -1.258 0.565 -3.262
H -2.904 -0.704 -3.529
H 0.438 2.705 -4.535
H -2.876 -6.840 0.921
H 1.336 3.175 -0.625
H 0.565 2.272 0.884
H 2.921 4.853 3.358
H -1.685 1.289 -1.145
H -0.113 -7.047 4.049
H 4.347 4.310 0.811
H -1.412 -6.877 -0.059
H 0.127 3.677 3.954
H -1.608 2.384 1.829
H 5.557 2.619 2.445
H -4.105 -1.359 -4.722
H 2.200 2.230 -1.760
H -2.127 1.970 -5.808
H 2.639 2.470 2.568
H -2.430 0.902 0.276
H 2.583 3.879 -1.693
H -2.773 -5.973 -0.674
H -2.954 2.104 -4.238
*
```

Energy above the lowest of the compared OMol25 structures with the same formula, charge and spin   0.0 kcal/mol
⟨S²⟩   0.755
DFT total energy   -38016.1137 eV

Atom charges from the natural (NBO) analysis, given in e for atoms 1 to 5: atom 1 (Ag): 0.912, atom 2 (O): -0.534, atom 3 (O): -0.471, atom 4 (O): -0.794, atom 5 (O): -0.831


A molecular structure, C16H42ClIP3Yb at a distorted geometry, computed with ωB97M-V/def2-TZVPD.

```
! wB97M-V def2-TZVPD RIJCOSX def2/J DEFGRID3
* xyz 2 2
Yb 0.288 0.373 0.307
I 2.694 1.971 1.514
Cl 0.090 -0.371 -2.010
P -2.043 2.069 -0.506
P -2.607 -1.155 1.097
P 1.939 -2.175 0.438
C -2.925 3.222 0.618
C -0.781 0.055 2.858
C -3.437 1.587 -1.604
C 3.438 -1.619 -0.473
C -5.105 -1.710 -0.166
C -2.158 -2.956 0.839
C -4.490 -1.075 1.088
C 2.749 -2.693 2.004
C -1.236 3.291 -1.614
C -5.168 -1.576 2.366
C 4.085 3.458 0.692
C -2.094 -3.241 -0.673
C -3.001 -4.012 1.551
C -2.124 -0.707 2.859
C 1.740 -3.826 -0.352
C -2.107 -1.861 3.869
H 5.029 3.364 1.237
H 1.981 -3.080 2.690
H -1.969 4.026 -1.977
H -5.024 -2.653 2.530
H -4.165 0.979 -1.050
H -4.659 0.021 1.037
H -1.606 -4.211 -0.850
H 3.497 -3.473 1.815
H 2.682 -4.391 -0.347
H 3.230 -1.820 2.466
H -5.117 -2.806 -0.099
H -3.096 -2.319 4.023
H 1.412 -3.678 -1.391
H -2.184 3.822 1.164
H -0.860 1.026 2.321
H -1.131 -3.006 1.248
H -4.032 -4.070 1.175
H -3.507 2.635 1.344
H -1.385 -2.642 3.585
H -3.109 -3.296 -1.088
H 3.836 -0.714 0.003
H -3.024 0.986 -2.424
H -6.152 -1.378 -0.252
H -3.023 -3.877 2.637
H -0.795 2.746 -2.458
H -3.927 2.480 -2.013
H -4.837 -1.032 3.258
H 4.236 3.258 -0.373
H -6.251 -1.410 2.265
H 4.199 -2.413 -0.473
H 0.966 -4.398 0.182
H -1.792 -1.464 4.848
H -2.538 -4.991 1.356
H 3.142 -1.381 -1.502
H -4.590 -1.408 -1.088
H 0.062 -0.575 2.489
H -2.921 -0.003 3.162
H -0.441 3.803 -1.057
H -0.525 0.310 3.893
H -1.525 -2.474 -1.223
H 3.658 4.455 0.846
H -3.592 3.884 0.053
*
```

⟨S²⟩   0.751
DFT total energy   -97280.7117 eV

Atom charges from the natural (NBO) analysis, given in e for atoms 1 to 5: atom 1 (Yb): 1.374, atom 2 (I): 0.159, atom 3 (Cl): -0.504, atom 4 (P): 0.806, atom 5 (P): 0.817